100
Properties=species:S:1:pos:R:3:forces:R:3:mulliken_charge:R:1 method="wB97M-V/def2-TZVPD" lumo_ev=1.905 total_charge=-1 orbital_gap_ha=0.2345
C -1.104351 -1.097482 5.186217 -0.3068 -0.0794 -0.4306 -1.1225
C -2.101599 -1.455047 4.082323 0.4237 -0.0411 -0.2352 -0.7025
C -1.873841 -0.698144 2.730521 -0.2040 -0.1314 1.5901 0.0746
C -1.388515 0.746541 2.908930 -0.0823 0.2217 -0.3992 0.4179
Nb -1.235415 2.081194 1.062193 -1.1476 -1.3129 0.1774 -1.7195
C -3.416510 2.637538 1.501605 0.1822 -0.8018 0.5703 -1.4412
N -4.338335 1.439364 1.363155 0.3075 0.8867 -0.1784 0.1626
C -5.019495 1.116906 2.609988 -0.6160 -0.7823 -0.3789 -1.1119
C -0.629692 3.749008 2.488128 0.3269 0.2902 0.1819 -1.1257
O -1.666062 4.641274 2.884921 -0.4459 -0.6686 -0.6283 -0.1604
O -1.028919 5.846182 3.261047 0.6343 1.1070 0.8257 -0.5076
C 1.018698 1.505414 0.710511 0.8305 1.3329 1.1888 -0.2780
Br 1.653287 2.504159 -0.916611 -0.8491 -0.6275 0.2966 -0.1607
C 1.992620 1.903905 1.834141 0.4466 -1.5145 -1.1460 -0.1501
C 2.071044 0.866140 2.965323 -0.2904 1.2229 0.1109 -1.2008
Br 3.886734 1.812484 1.034958 0.7508 0.0180 0.6317 -0.2824
N -1.114296 3.496234 -0.552337 -1.3051 0.5844 0.6269 0.4568
C -1.840996 3.219089 -1.722991 -0.8352 1.0620 0.6606 0.5851
C -3.206313 3.826329 -1.986932 -0.5145 0.5113 0.6009 -1.3742
O -1.392365 2.540360 -2.581013 1.1757 -1.8198 -1.8192 -0.5560
C -1.206895 4.859683 -0.193515 1.9435 0.0438 0.0518 0.6461
C 0.092565 5.646100 -0.257695 0.0640 -0.4811 -0.4318 -1.4911
O -2.201905 5.444937 0.087290 -2.0379 0.7940 0.3247 -0.5105
P -1.830123 0.134394 -0.426293 0.3492 1.3819 -0.1811 0.6016
C -0.482766 -0.514887 -1.498546 0.3903 -1.0272 -0.4148 -0.5699
C 0.280431 -1.714761 -0.880141 -0.7193 -0.2760 -0.2943 -1.1218
C -3.344442 0.232061 -1.477977 -0.2679 -1.7357 0.1695 -0.2458
C -4.302940 -0.966095 -1.188725 -0.0700 1.2493 -0.2905 -1.3112
H -1.191024 -1.776450 6.032561 -0.0697 0.0893 0.1848 0.4275
H -0.082492 -1.162981 4.812354 0.1033 -0.0135 -0.0339 0.2010
H -1.280761 -0.069435 5.481677 0.1303 0.1128 0.3677 0.2570
H -3.130543 -1.291786 4.408867 -0.0038 0.1323 0.2333 0.2645
H -2.016299 -2.528917 3.898093 -0.1261 -0.0979 -0.1245 0.4324
H -2.865344 -0.633427 2.296617 0.0824 -0.2648 -0.7334 -0.2595
H -1.207748 -1.326899 2.145713 0.0373 0.2191 -0.4356 -0.2059
H -0.480630 0.789263 3.512878 0.0262 -0.0145 -0.0902 0.1540
H -2.160859 1.229798 3.518644 0.0956 0.2629 0.1005 0.5251
H -3.737084 3.482484 0.889910 -0.0874 -0.0287 -0.0275 0.5260
H -3.536727 2.942992 2.542574 0.3491 0.4643 0.0179 0.5633
H -5.059463 1.754266 0.724144 -0.0145 -0.3378 -0.1677 0.2931
H -5.895908 1.745565 2.813082 0.1847 0.3166 0.1858 0.3065
H -4.361067 1.109893 3.472596 0.2228 0.1917 -0.0464 0.3528
H -5.416005 0.098902 2.520883 0.0041 -0.0683 0.0992 0.2951
H 0.208788 4.359996 2.147081 0.0055 0.0114 -0.2327 0.6017
H -0.250416 3.262497 3.403335 0.0090 -0.1856 -0.0613 0.6195
H -1.561837 6.541121 2.851524 -0.2194 -0.3458 -0.2786 0.3227
H 1.151662 0.435066 0.576999 0.1449 -0.0486 -0.6011 0.6720
H 1.948325 2.926989 2.178273 -0.0914 0.1342 -0.0541 0.4501
H 1.512947 1.268757 3.811275 -0.2054 -0.3465 0.0857 0.2038
H 1.684342 -0.092949 2.645776 -0.1118 -0.1947 0.0329 0.1500
H 3.100588 0.778891 3.280726 0.1050 -0.2166 0.1502 0.6624
H -3.770969 4.037949 -1.082680 0.0535 0.0201 0.0121 0.3373
H -3.789001 3.174914 -2.627220 0.1863 -0.2976 -0.1405 0.3743
H -3.106537 4.773746 -2.513880 0.1727 0.1398 -0.0057 0.3701
H 0.890093 5.189626 0.318871 0.0608 -0.0589 0.0071 0.2335
H -0.078500 6.671533 0.037993 -0.0911 0.1455 0.2142 0.3740
H 0.407076 5.630244 -1.304706 0.1449 -0.0263 -0.0013 0.3439
H -0.941986 -0.905638 -2.407046 -0.1652 0.2145 -0.1589 0.7693
H 0.259312 0.205926 -1.836501 -0.3468 0.5225 0.2007 0.2252
H 1.319941 -1.723590 -1.192628 0.2126 0.1710 0.1371 0.1293
H 0.187403 -1.746797 0.203272 0.2923 0.0770 0.1505 0.2711
H -0.150984 -2.648384 -1.260248 0.0285 0.0846 0.2172 0.3337
H -3.038138 0.114491 -2.514051 0.1955 0.5463 -0.1536 0.7343
H -3.925468 1.130194 -1.317131 0.2793 0.3677 -0.1150 0.0622
H -3.769271 -1.894834 -1.024363 -0.0534 -0.1787 -0.0080 0.3086
H -4.986882 -1.028417 -2.036721 -0.0525 -0.4026 -0.0674 0.4252
H -4.910991 -0.689539 -0.332255 0.0830 -0.3521 0.3608 0.1877
N -0.301249 -4.973005 -2.257863 0.0373 -0.2207 -0.1027 -0.2428
C 0.025204 -5.249683 -3.519080 -0.0463 0.1631 0.0115 -0.2058
C 0.458174 -6.495738 -3.947159 0.0038 -0.0118 0.0312 -0.4629
C 0.562545 -7.510858 -3.011021 0.0323 -0.0796 -0.0230 -0.2219
C 0.230158 -7.241886 -1.693613 0.0011 0.0025 -0.0230 -0.5187
C -0.196049 -5.962027 -1.372272 -0.0858 0.1233 0.0962 -0.3210
H -0.067100 -4.423121 -4.215718 0.0214 -0.0359 -0.0371 0.3639
H 0.707869 -6.663567 -4.986000 0.0004 0.0281 -0.0009 0.3709
H 0.898759 -8.497894 -3.303676 0.0016 0.0097 0.0041 0.3655
H 0.298820 -8.006046 -0.931027 -0.0099 0.0210 0.0160 0.4373
H -0.469653 -5.705143 -0.353922 0.0310 -0.0494 0.0161 0.4000
N 4.148390 -5.552717 1.336490 -0.0181 0.0729 -0.0472 -0.6006
C 3.192041 -5.481155 0.410498 0.0415 -0.0844 0.0699 -0.1073
C 2.879142 -4.326381 -0.289394 0.0266 0.0075 -0.0103 0.0748
C 3.598925 -3.175183 -0.010497 -0.0073 0.0827 -0.0539 -0.6014
C 4.595378 -3.227387 0.949880 0.0081 -0.0301 0.0021 -0.4319
C 4.829190 -4.435511 1.589278 0.0096 -0.1095 0.0492 -0.2904
H 2.652184 -6.404596 0.226009 -0.0356 0.0325 -0.0550 0.3936
H 2.092765 -4.328606 -1.032641 -0.0184 0.0193 0.0243 0.3034
H 3.386282 -2.250865 -0.532240 0.0126 0.0047 0.0257 0.5208
H 5.178353 -2.350724 1.198131 -0.0146 0.0046 0.0119 0.4169
H 5.601959 -4.522535 2.346084 0.0058 0.0650 -0.0049 0.3506
N 3.563108 0.790320 -4.324420 0.1736 0.1026 -0.0276 -0.4268
C 3.714241 1.844242 -3.519035 -0.2734 -0.0527 0.0169 0.3791
C 4.811333 2.694187 -3.569074 0.0532 -0.0338 -0.0698 -0.5269
C 5.803242 2.437079 -4.499475 0.0631 0.0703 0.0173 -0.3414
C 5.662958 1.346208 -5.342817 -0.0012 -0.0001 -0.0054 -0.3057
C 4.528286 0.560762 -5.213915 -0.1153 -0.0715 0.0397 -0.2968
H 2.914985 2.011359 -2.795836 0.3976 -0.1358 -0.3797 -0.0210
H 4.882031 3.534673 -2.891731 -0.0387 -0.0314 0.0377 0.3873
H 6.674919 3.077143 -4.567563 -0.0060 -0.0091 -0.0002 0.3633
H 6.415501 1.109419 -6.083584 -0.0175 -0.0178 -0.0055 0.3543
H 4.375196 -0.301908 -5.855161 0.0632 0.0127 -0.0236 0.3456

---

101
Properties=species:S:1:pos:R:3:forces:R:3:mulliken_charge:R:1 method="wB97M-V/def2-TZVPD" s_squared=3.8835 lumo_ev="-0.952 / -1.092" total_charge=0 multiplicity=4 orbital_gap_ha="0.2222 / 0.2205"
Cr -0.530711 1.033044 -0.306807 0.3289 -0.4075 0.3552 0.5156
C -0.224484 -0.372514 6.738782 -0.0005 -0.0042 -0.0074 -1.6765
C 0.243089 -1.375487 5.674078 0.0072 -0.0131 0.0265 1.9628
C -0.522984 -2.684355 5.863371 -0.0039 0.0077 -0.0053 -2.1423
C 1.744253 -1.651883 5.845420 -0.0051 -0.0141 0.0068 -1.5957
C 0.016017 -0.769770 4.297065 0.0371 0.0500 0.0139 0.4320
C 0.639938 0.426297 3.946665 -0.0394 -0.0489 0.0160 -1.0130
C 0.449412 0.956669 2.691158 0.0362 -0.0138 -0.0311 -0.9438
N -0.318876 0.370315 1.770680 -0.0431 0.1537 -0.2861 0.6115
C -0.920160 -0.782808 2.074862 0.1287 0.0683 0.2241 -0.3318
C -0.780349 -1.365166 3.328970 0.0055 -0.0065 -0.0721 -0.0149
C -1.689254 -1.408463 0.979147 -0.0786 -0.1174 -0.2106 -0.2294
C -2.408612 -2.582150 1.149067 0.0033 0.0022 0.0167 -0.6680
C -3.073762 -3.167123 0.080109 -0.0188 0.0023 -0.0192 0.2396
C -2.983391 -2.513422 -1.144523 -0.0018 0.0189 0.0142 -0.6715
C -2.265098 -1.342449 -1.248173 -0.0080 0.0932 -0.0388 -0.4704
N -1.626919 -0.791949 -0.213323 0.1349 0.1246 0.1077 0.7360
C -3.875822 -4.454365 0.202054 -0.0064 -0.0167 0.0095 1.9708
C -3.319220 -5.482085 -0.794184 0.0055 0.0003 0.0062 -1.6174
C -3.807113 -5.047391 1.608924 -0.0021 0.0101 -0.0005 -2.1453
C -5.342194 -4.149160 -0.137284 0.0082 -0.0065 -0.0035 -1.6317
H -0.078803 -0.796979 7.733214 0.0063 -0.0012 0.0022 0.4724
H -1.283934 -0.138255 6.618760 -0.0035 -0.0009 0.0030 0.3764
H 0.337964 0.559936 6.688501 -0.0007 0.0045 -0.0009 0.3258
H -0.328230 -3.072629 6.863371 0.0023 -0.0001 0.0019 0.4281
H -0.205721 -3.445919 5.148319 0.0033 -0.0001 -0.0018 0.4190
H -1.601750 -2.541177 5.769771 -0.0058 -0.0003 -0.0002 0.4085
H 1.928621 -2.074212 6.834633 -0.0077 -0.0024 0.0064 0.4531
H 2.338494 -0.743250 5.752339 0.0072 -0.0051 -0.0110 0.3322
H 2.101258 -2.360621 5.097067 0.0121 0.0178 -0.0143 0.3952
H 1.293653 0.942635 4.634729 0.0048 -0.0018 0.0013 0.4269
H 0.934989 1.874307 2.389489 -0.0101 0.0039 0.0129 0.5519
H -1.270666 -2.301008 3.540539 -0.0020 -0.0065 -0.0117 0.4229
H -2.447465 -3.043533 2.121994 0.0154 0.0047 0.0060 0.5157
H -3.465602 -2.904484 -2.028693 -0.0116 -0.0212 0.0410 0.7799
H -2.181915 -0.793912 -2.177951 0.0077 -0.0046 -0.0076 -0.1645
H -2.268172 -5.694455 -0.591226 0.0002 -0.0020 0.0018 0.3753
H -3.401744 -5.134571 -1.824091 0.0034 0.0018 -0.0036 0.3236
H -3.878949 -6.414935 -0.711152 -0.0040 0.0000 0.0024 0.4616
H -2.781084 -5.281393 1.899894 0.0021 -0.0037 -0.0015 0.4173
H -4.376927 -5.976549 1.635745 -0.0041 0.0003 -0.0006 0.4422
H -4.238714 -4.375996 2.354065 0.0032 0.0049 0.0031 0.4013
H -5.447840 -3.769806 -1.154046 -0.0043 0.0005 -0.0007 0.3257
H -5.755513 -3.406376 0.547226 -0.0032 0.0002 0.0030 0.3748
H -5.937434 -5.059880 -0.054126 0.0006 -0.0030 -0.0019 0.4454
C -2.893225 5.068769 1.453309 -0.0142 -0.0095 0.0064 -0.7248
O -1.538026 4.740957 1.113577 0.0107 -0.0039 -0.0346 -0.3051
C -1.278703 3.546494 0.626786 0.0229 0.1019 0.0503 0.7148
S -2.455086 2.352731 0.410601 0.0597 -0.1184 -0.1306 -0.3594
S 0.318327 3.218495 0.185476 0.0136 -0.0111 -0.0753 -0.3756
H -2.868586 6.113268 1.744948 -0.0023 -0.0042 0.0080 0.2468
H -3.231747 4.445981 2.280435 -0.0074 0.0016 -0.0100 0.3388
H -3.542391 4.925433 0.590990 0.0009 0.0091 0.0024 0.3508
C 1.519305 -2.609775 -5.634466 -0.0209 0.0982 -0.0237 -1.1122
Si 1.419022 -1.324865 -4.256449 -0.0483 -0.0824 0.0073 -0.0914
C 3.077760 -0.478705 -4.081517 -0.0127 -0.0662 -0.0605 -1.0735
C 0.974545 -2.211317 -2.657139 -0.0311 0.0418 -0.1000 0.4544
Si -0.213951 0.266481 -4.833992 -0.0829 -0.0486 0.3248 0.2012
Te -0.890341 1.795172 -2.908941 -0.0610 -0.2053 0.0748 -0.5289
Si -2.144329 -0.728746 -5.753601 0.0780 0.0635 -0.0154 0.4047
C -1.756088 -1.354536 -7.489831 -0.0501 0.0487 0.0456 -1.0768
C -3.546945 0.521557 -5.826022 0.0588 -0.0497 0.0048 -1.1480
C -2.739423 -2.206382 -4.740590 0.0449 0.0337 -0.0419 -0.5402
Si 0.637310 1.847202 -6.348223 0.0195 -0.0822 0.0079 0.4215
C 1.370833 0.941387 -7.831320 -0.0020 0.0919 0.0376 -1.0004
C 1.959001 2.884862 -5.511319 -0.0543 -0.0176 -0.0340 -0.9421
C -0.771487 2.960909 -6.914542 0.0531 -0.0463 0.0263 -1.0572
H 2.354805 -3.293018 -5.463098 0.0049 0.0048 0.0297 0.4066
H 1.672198 -2.134478 -6.606009 0.0105 -0.0090 -0.0213 0.2916
H 0.605586 -3.205607 -5.694393 -0.0136 0.0050 0.0071 0.2601
H 3.861176 -1.191987 -3.814885 -0.0478 0.0225 -0.0221 0.4458
H 3.064532 0.292214 -3.309747 -0.0374 0.0529 -0.0110 0.3643
H 3.372672 0.000296 -5.017332 -0.0048 0.0036 -0.0248 0.3072
H 1.777229 -2.893402 -2.363015 0.0164 -0.0172 -0.0218 0.4706
H 0.058260 -2.794070 -2.770253 -0.0556 -0.0439 -0.0245 0.1381
H 0.836288 -1.492824 -1.849697 -0.0949 -0.2033 -0.1414 -0.9523
H -1.534392 -0.525029 -8.164096 -0.0028 0.0029 -0.0064 0.2471
H -2.610435 -1.897681 -7.902087 -0.0118 -0.0052 0.0002 0.4026
H -0.896376 -2.027566 -7.491887 0.0042 0.0014 0.0071 0.3063
H -3.340840 1.303857 -6.558311 0.0011 0.0108 0.0076 0.2614
H -3.679870 1.004144 -4.855422 -0.0062 -0.0033 0.0076 0.2994
H -4.485546 0.035189 -6.102982 -0.0113 -0.0043 -0.0146 0.3767
H -2.020496 -3.029378 -4.770820 -0.0022 0.0256 0.0488 0.3184
H -3.693155 -2.571036 -5.130498 -0.0018 -0.0185 -0.0481 0.5706
H -2.896868 -1.921531 -3.701840 0.0017 -0.0087 -0.1155 -0.5184
H 2.264770 0.383462 -7.543809 0.0028 -0.0071 0.0116 0.2585
H 1.657978 1.650664 -8.611830 0.0183 0.0028 -0.0059 0.4012
H 0.660906 0.235773 -8.265633 -0.0019 -0.0007 -0.0029 0.2670
H 2.839938 2.291460 -5.261816 -0.0074 -0.0043 -0.0071 0.2473
H 1.573323 3.313604 -4.584707 -0.0037 0.0133 -0.0044 0.2448
H 2.272410 3.703375 -6.164138 0.0102 0.0024 -0.0156 0.3925
H -1.467329 2.423417 -7.562136 0.0039 -0.0044 -0.0085 0.2391
H -0.386040 3.818543 -7.470869 0.0053 0.0046 -0.0184 0.4016
H -1.332677 3.337951 -6.056697 0.0051 0.0129 0.0025 0.3185
N 1.299345 0.088344 -0.436089 -0.2600 0.6860 -0.5149 -0.1310
C 2.443730 -0.119151 -0.451954 -0.0785 -0.1908 0.5962 0.4279
C 3.749968 -0.473499 -0.191961 0.0275 0.0570 -0.0352 0.2982
C 4.757936 -0.558012 -1.180179 0.0532 0.0243 0.0165 0.0028
N 5.593791 -0.634651 -1.970236 0.0231 -0.0100 0.0485 -0.5519
C 4.029275 -0.741328 1.172877 -0.0034 -0.0187 0.0448 -0.0891
N 4.192852 -0.948474 2.296601 -0.0171 0.0033 0.0140 -0.5483

---

DFT total energy for the records above, in order: -7410.6732, -4905.9152 Ha
Strongest force on any atom for the records above, in order: 2.83, 0.90 eV Å⁻¹